Here is a cluster of 2 separate species, C2H3O2 in total from the Open Molecules 2025 dataset. Energies are from ωB97M-V/def2-TZVPD.

E_LUMO (alpha / beta), eV: -9.53 / -5.96
F_max, hartree/bohr: 0.050
Relative energy (zero: lowest compared OMol25 entry of this formula, charge and spin), eV: 5.861
HOMO-LUMO gap (alpha / beta), eV: 7.475 / 12.847
Charge: +1

Atoms and positions in Å:
C1 0.84402 0.25447 -0.18585
C2 -0.97592 -0.00511 -0.06877
O1 -0.11253 1.12456 -0.08112
O2 0.16335 -0.84094 -0.08851
H1 3.30963 -0.28100 0.44120
H2 -1.51005 -0.05546 0.81117
H3 -1.71850 -0.19653 -0.82813

Forces on the atoms, in the same order (eV/Å):
-0.0228 -0.4286 1.0481
-1.3250 -0.3949 -0.2907
0.9841 1.2893 -1.0887
1.4100 -1.1275 -0.6495
-0.9279 0.3140 -0.3017
-0.6600 -0.1107 2.4705
0.5418 0.4584 -1.1880

Here is the ion C2H3O2 with charge +1 from the Open Molecules 2025 dataset. Energies are from ωB97M-V/def2-TZVPD.

E_LUMO, eV: -7.41
F_max, hartree/bohr: 0.107
Relative energy (zero: lowest compared OMol25 entry of this formula, charge and spin), eV: 5.488
HOMO-LUMO gap, eV: 11.073
Charge: +1

Atoms and positions in Å:
C1 0.36872 0.70404 -0.05441
C2 -0.23415 -0.60563 0.36264
O1 -1.32816 -0.73186 -0.37339
O2 0.00709 -0.32947 -0.98256
H1 -0.26308 1.59299 -0.31766
H2 1.47579 0.82213 0.33321
H3 -0.02622 -1.45219 1.03218

Forces on the atoms, in the same order (eV/Å):
-0.3900 1.8274 2.7270
-0.2476 0.3346 3.8391
-1.2604 1.3749 -0.9106
2.0554 -2.6756 -4.3591
0.7686 -0.7173 0.9274
-1.9676 -0.4848 -1.6921
1.0416 0.3409 -0.5317

Here is a cluster of 2 separate species, C2H3O2S2 in total from the Open Molecules 2025 dataset. Energies are from ωB97M-V/def2-TZVPD.

E_LUMO (alpha / beta), eV: 3.20 / 3.29
F_max, hartree/bohr: 0.100
Relative energy (zero: lowest compared OMol25 entry of this formula, charge and spin), eV: 5.292
HOMO-LUMO gap (alpha / beta), eV: 7.261 / 6.273
Charge: -1

Atoms and positions in Å:
C1 -0.31591 -0.66676 1.07825
C2 1.50165 -0.18508 -1.53849
O1 -0.99693 1.63168 2.10898
O2 -1.77024 0.96724 -0.25013
S1 -0.59686 -2.12132 1.52905
S2 -1.64918 0.67994 1.21224
H1 1.10446 -1.14611 -1.44066
H2 0.60772 0.56228 -1.85969
H3 2.11529 0.27813 -0.83955

Forces on the atoms, in the same order (eV/Å):
0.2912 1.0928 -0.3407
-3.7977 2.9867 -1.7182
0.3161 0.8913 -0.1239
0.2217 0.5305 0.9617
-0.0365 -1.7308 0.4237
-0.7068 -0.7670 -1.0496
0.0717 -1.5480 0.2457
2.3055 -1.7240 0.4916
1.3348 0.2685 1.1097

Here is a cluster of 2 separate species, C2H3O2Se in total from the Open Molecules 2025 dataset. Energies are from ωB97M-V/def2-TZVPD.

E_LUMO (alpha / beta), eV: 0.91 / 0.93
F_max, hartree/bohr: 0.061
Relative energy (zero: lowest compared OMol25 entry of this formula, charge and spin), eV: 3.681
HOMO-LUMO gap (alpha / beta), eV: 3.665 / 3.705
Charge: -1

Atoms and positions in Å:
C1 0.93540 -0.31538 -0.42590
C2 0.48657 0.86483 0.28337
O1 0.01512 -1.26976 -0.42439
O2 2.06113 -0.62839 -0.74938
Se1 -3.23468 -0.27911 0.48700
H1 -0.59279 0.85491 0.43366
H2 1.15161 1.61559 0.50390
H3 -0.82236 -0.84269 -0.10827

Forces on the atoms, in the same order (eV/Å):
0.3872 1.1924 2.4923
-1.5328 -2.2440 -1.5648
-2.3725 -0.9909 -0.5085
1.3130 0.2225 -0.9473
0.2544 0.1515 0.0011
0.3073 0.8108 0.4271
1.1058 1.7699 0.4671
0.5376 -0.9123 -0.3670

Here is a structure of composition C2H3O2Tm from the Open Molecules 2025 dataset. Energies are from ωB97M-V/def2-TZVPD.

Multiplicity: 4
E_LUMO (alpha / beta), eV: -17.26 / -19.59
F_max, hartree/bohr: 0.100
Relative energy (zero: lowest compared OMol25 entry of this formula, charge and spin), eV: 0.000
HOMO-LUMO gap (alpha / beta), eV: 7.751 / 7.094
Charge: +3

Atoms and positions in Å:
O1 2.15469 -1.47788 1.21694
C1 1.21741 -1.15785 0.63640
Tm1 -1.19547 0.43790 -1.27202
O2 0.36851 -0.38293 0.28579
C2 0.40844 2.33725 0.07861
H1 1.33757 2.14550 -0.46907
H2 -0.18316 2.24455 0.99584
H3 0.06498 3.30630 -0.29672

Forces on the atoms, in the same order (eV/Å):
-2.0976 -0.7463 -1.8066
3.8300 0.7114 3.3491
1.5093 -0.2096 1.6139
-2.8616 -0.1360 -2.7846
-1.4345 2.2798 -1.3982
0.1935 -0.9584 0.9238
0.9105 -1.1622 0.4279
-0.0495 0.2212 -0.3252

Here is a structure of composition C2H3O3 from the Open Molecules 2025 dataset. Energies are from ωB97M-V/def2-TZVPD.

E_LUMO (alpha / beta), eV: -8.23 / -8.23
F_max, hartree/bohr: 0.122
Relative energy (zero: lowest compared OMol25 entry of this formula, charge and spin), eV: 9.972
HOMO-LUMO gap (alpha / beta), eV: 9.248 / 9.249
Charge: +1

Atoms and positions in Å:
C1 0.44222 1.16856 -0.28190
C2 0.77053 0.00255 -0.67121
O1 -2.02829 -1.67577 1.24544
O2 -0.55705 -1.24475 -0.16471
O3 -1.12746 -1.04725 0.94668
H1 1.20990 1.82766 -0.47828
H2 -0.34799 1.45726 0.46961
H3 1.63814 -0.48826 -1.06564

Forces on the atoms, in the same order (eV/Å):
-2.3429 -0.5940 2.4378
-1.1670 -0.7442 0.9886
-4.0194 -3.3847 0.6355
1.6336 -0.5957 -3.0219
4.0042 4.6498 1.3143
1.5409 1.9345 -0.6758
0.7181 -0.2139 -1.3929
-0.3675 -1.0518 -0.2856

Here is a cluster of 2 separate species, C2H3O3PS in total from the Open Molecules 2025 dataset. Energies are from ωB97M-V/def2-TZVPD.

E_LUMO, eV: 5.68
F_max, hartree/bohr: 0.089
Relative energy (zero: lowest compared OMol25 entry of this formula, charge and spin), eV: 2.102
HOMO-LUMO gap, eV: 4.978
Charge: -2

Atoms and positions in Å:
C1 1.69876 0.07677 -0.40942
C2 0.55693 -0.32688 0.35008
O1 -2.19202 -0.36473 -1.36231
O2 -2.66386 -0.62028 1.13301
O3 -1.65036 1.55942 0.28643
P1 -1.95337 0.11115 0.02699
S1 1.94869 -1.53462 0.18558
H1 1.40167 0.04489 -1.54072
H2 2.35486 1.01704 -0.10702
H3 0.49869 0.03724 1.43739

Forces on the atoms, in the same order (eV/Å):
0.2208 3.5180 -2.9539
-2.7849 0.3808 2.6902
0.0749 -0.1136 -0.6763
0.4379 -0.2242 0.0599
0.1245 0.1219 -0.1662
0.4031 0.1498 0.5743
0.9405 -1.9117 0.7221
1.0526 0.4850 1.7775
-1.0003 -2.0590 -0.5630
0.5309 -0.3469 -1.4645

Here is a structure of composition C2H3O3S from the Open Molecules 2025 dataset. Energies are from ωB97M-V/def2-TZVPD.

E_LUMO (alpha / beta), eV: 4.21 / 4.21
F_max, hartree/bohr: 0.099
Relative energy (zero: lowest compared OMol25 entry of this formula, charge and spin), eV: 3.581
HOMO-LUMO gap (alpha / beta), eV: 7.395 / 7.395
Charge: -1

Atoms and positions in Å:
C1 -0.43803 -0.86431 -1.08370
C2 0.52339 -0.98161 -0.23514
O1 -0.20445 2.46660 0.29500
O2 -0.63124 0.63332 1.87696
O3 1.42435 0.50073 0.35357
S1 0.40342 1.47308 1.22490
H1 -1.12379 -1.60289 -1.36971
H2 -0.54434 0.01337 -1.62994
H3 0.59068 -1.63829 0.56806

Forces on the atoms, in the same order (eV/Å):
0.3510 0.4472 -0.8175
1.7854 4.0748 2.0995
0.0695 -0.8863 -0.1860
0.1663 -0.5041 -0.5829
-2.4042 -4.0403 -1.9357
0.2087 1.9662 1.1971
-0.7428 -1.4291 0.1027
-0.0821 1.6279 -0.8033
0.6482 -1.2565 0.9261

Here is the ion C2H3O4S with charge -1 from the Open Molecules 2025 dataset. Energies are from ωB97M-V/def2-TZVPD.

E_LUMO, eV: 4.00
F_max, hartree/bohr: 0.081
Relative energy (zero: lowest compared OMol25 entry of this formula, charge and spin), eV: 1.851
HOMO-LUMO gap, eV: 8.892
Charge: -1

Atoms and positions in Å:
O1 -1.37086 0.11040 1.47569
S1 -1.33512 -0.15142 0.04016
O2 -2.15313 0.74554 -0.71987
O3 -1.54443 -1.59055 -0.35353
C1 0.33162 0.17362 -0.61693
C2 1.37905 0.06397 0.42649
O4 0.98817 1.32853 -0.08833
H1 0.18259 -0.16965 -1.69875
H2 1.00867 -0.19593 1.37890
H3 2.51346 -0.31452 0.15618

Forces on the atoms, in the same order (eV/Å):
0.5375 -0.2748 -0.1944
-0.3796 -2.4053 -0.1115
-0.9237 1.0858 -0.9044
0.6835 1.9971 0.7733
-0.9226 -0.9928 0.6942
2.8107 -1.2176 -2.8205
-0.1561 -0.1518 -0.5663
1.4136 0.9282 1.3519
-0.1511 -0.0595 1.1608
-2.9121 1.0907 0.6170

Here is the ion C2H3O5S2 with charge -1 from the Open Molecules 2025 dataset. Energies are from ωB97M-V/def2-TZVPD.

E_LUMO, eV: 3.21
F_max, hartree/bohr: 0.081
Relative energy (zero: lowest compared OMol25 entry of this formula, charge and spin), eV: 3.707
HOMO-LUMO gap, eV: 8.846
Charge: -1

Atoms and positions in Å:
C1 0.82872 0.90043 0.96936
C2 -1.24022 -0.89324 -0.23260
O1 2.15635 -1.39159 0.33940
O2 2.25305 0.49482 -1.23735
O3 -0.82372 1.53103 -1.12546
O4 -1.62211 1.70189 1.11299
O5 -1.44561 -1.80104 0.50388
S1 1.54178 -0.16386 -0.15535
S2 -0.73539 0.95998 0.18550
H1 0.50198 0.20646 1.74441
H2 0.25833 -0.72825 -0.92403
H3 -1.67316 -0.81663 -1.18077

Forces on the atoms, in the same order (eV/Å):
-0.5899 -1.0833 -0.9500
-0.3357 1.4181 1.4832
-0.4522 0.9212 0.4784
-0.4194 0.0350 0.7042
0.7672 -0.2574 -1.4453
0.5865 -1.9042 -0.2753
0.4275 -0.5309 0.8719
0.9364 -1.8497 -2.4950
-2.3217 2.6686 2.1809
0.3797 0.0314 0.7926
1.7814 0.4431 0.8520
-0.7599 0.1082 -2.1976

Question: Which formula does entry 8 have?
Answer: C2H3O3S

Question: What is the formula in the first record?
Answer: C2H3O2

What did the eighth record say?
Here is a structure of composition C2H3O3S from the Open Molecules 2025 dataset. Energies are from ωB97M-V/def2-TZVPD.

E_LUMO (alpha / beta), eV: 4.21 / 4.21
F_max, hartree/bohr: 0.099
Relative energy (zero: lowest compared OMol25 entry of this formula, charge and spin), eV: 3.581
HOMO-LUMO gap (alpha / beta), eV: 7.395 / 7.395
Charge: -1

Atoms and positions in Å:
C1 -0.43803 -0.86431 -1.08370
C2 0.52339 -0.98161 -0.23514
O1 -0.20445 2.46660 0.29500
O2 -0.63124 0.63332 1.87696
O3 1.42435 0.50073 0.35357
S1 0.40342 1.47308 1.22490
H1 -1.12379 -1.60289 -1.36971
H2 -0.54434 0.01337 -1.62994
H3 0.59068 -1.63829 0.56806

Forces on the atoms, in the same order (eV/Å):
0.3510 0.4472 -0.8175
1.7854 4.0748 2.0995
0.0695 -0.8863 -0.1860
0.1663 -0.5041 -0.5829
-2.4042 -4.0403 -1.9357
0.2087 1.9662 1.1971
-0.7428 -1.4291 0.1027
-0.0821 1.6279 -0.8033
0.6482 -1.2565 0.9261